No. 1
Molecular formula: C4H19N2O4
Method: DFT, wB97M-V/def2-TZVPD

Structure (XYZ):
```
29
Properties=species:S:1:pos:R:3:forces:R:3:lowdin_charge:R:1
C -2.02670 0.44878 0.03194 0.183 0.502 -0.085 -0.14
C -1.16967 1.40413 -0.79960 -0.062 0.127 0.473 -0.17
C -1.49311 1.29422 -2.29002 -0.559 -0.513 0.528 -0.22
C 0.02470 0.13930 -3.62158 -0.951 -0.297 0.424 0.01
N -0.92245 0.03243 -2.78105 0.606 0.726 -0.136 -0.06
N -1.52607 -0.94423 -0.18659 0.370 0.017 -0.116 0.18
H -3.06375 0.48581 -0.29295 -0.054 -0.070 0.041 0.13
H -1.98539 0.67417 1.09426 0.024 -0.145 0.051 0.12
H -1.31002 2.43516 -0.47275 -0.265 -0.083 0.100 0.13
H -0.12999 1.17435 -0.55235 0.188 0.083 -0.363 0.12
H -2.58350 1.20549 -2.33373 0.034 0.026 -0.271 0.12
H -1.24434 2.20535 -2.83701 0.468 -0.186 -0.188 0.12
H 0.28967 1.11655 -4.01954 0.326 -0.088 -0.199 0.09
H 0.49987 -0.77924 -3.93986 0.260 0.118 -0.257 0.08
H -2.25044 -1.62721 -0.01598 -0.102 -0.317 0.275 0.16
H -1.21396 -1.02358 -1.16939 -0.292 0.065 -0.359 0.11
H -0.67687 -1.16737 0.36717 -0.215 -0.016 0.212 0.09
H -1.15023 -1.35504 4.04161 -0.133 -0.019 0.047 0.05
H -0.39851 -0.89252 2.80748 0.034 -0.184 0.157 0.01
O -1.23581 -1.28970 3.08530 0.193 0.216 -0.281 -0.07
H 3.39056 1.78279 0.17588 0.451 -0.155 -0.054 0.05
H 4.31808 0.54631 0.54865 -0.191 0.595 -0.264 0.06
O 3.49561 1.01670 0.74902 -0.215 -0.530 0.300 -0.05
H 3.19388 0.35440 2.98375 0.355 -0.128 -0.459 0.01
H 2.83149 -1.20042 3.03085 0.426 0.512 0.037 0.03
O 2.62631 -0.31681 3.35914 -0.874 -0.421 0.444 -0.05
H 1.04209 -2.69344 1.04838 0.088 0.609 0.049 0.09
H 1.76127 -1.29789 0.95980 0.296 0.147 0.000 0.04
O 0.90730 -1.72851 1.02914 -0.390 -0.595 -0.107 -0.04
```
Positions in Å, forces in eV/Å.

Kohn-Sham gap: 11.24 eV
Net charge: +1
2S+1: 1

No. 2
Molecular formula: C4H19N2O5S
Method: DFT, wB97M-V/def2-TZVPD

Structure (XYZ):
```
31
Properties=species:S:1:pos:R:3:forces:R:3:lowdin_charge:R:1
C 0.30342 0.25031 0.45297 -0.395 -1.634 2.022 -0.19
N 0.75859 1.23217 1.42519 0.964 0.847 -1.006 -0.08
C 1.49470 2.29678 0.89492 1.825 0.580 -1.702 -0.25
O 2.47471 1.79535 -0.11004 0.571 -1.229 0.506 -0.13
C -1.14522 -0.21146 0.95578 1.874 3.071 -2.822 -0.42
C -1.97389 1.19074 0.77862 -1.163 -2.742 1.770 -0.74
S -2.88052 1.16230 -0.72004 -0.051 0.737 -2.004 0.27
N -1.52683 -1.34905 0.14896 1.114 -0.407 2.087 -0.01
H 0.98290 -0.65124 0.38753 -0.461 0.615 0.269 0.11
H 0.42058 0.70005 -0.52533 -0.863 0.143 -0.210 0.10
H 0.82144 1.08332 2.41255 0.093 -0.470 -0.062 0.12
H 2.17884 2.77625 1.60594 -0.898 0.136 0.412 0.12
H 0.99172 3.03209 0.23671 -0.755 -0.101 0.949 0.13
H -1.00250 -0.41895 1.99603 -0.218 -0.618 0.747 0.10
H -1.34762 1.99619 1.12294 0.391 0.450 -0.660 0.03
H -2.79557 1.18809 1.50737 0.283 -0.147 0.499 0.01
H -1.01606 1.00467 -2.67318 -0.528 0.178 0.277 -0.07
H -2.33445 -1.76632 0.58463 -0.538 -0.018 -0.998 0.07
H -1.57387 -1.06893 -0.81890 -1.029 0.069 -0.024 0.02
H 3.78417 -0.90221 -0.33988 0.384 -0.177 -0.249 0.03
H 3.23489 0.12246 -1.21231 0.169 0.157 -0.238 0.00
O 3.94471 -0.53921 -1.22431 -0.529 -0.009 0.557 -0.08
H -0.16254 -3.39792 -1.47968 -0.094 -0.360 0.148 0.03
H -0.36304 -3.51868 -0.01271 -0.254 -0.017 -0.227 -0.01
O -0.30689 -4.07938 -0.80315 0.254 0.433 -0.037 -0.10
H 0.58196 -3.06203 2.28399 -0.067 -0.948 0.157 0.02
H 1.37249 -1.98910 2.69113 0.755 0.223 0.544 0.02
O 1.32330 -2.93377 2.89484 -0.720 0.802 -0.760 -0.06
H -1.27260 0.98031 -4.19546 0.484 0.138 0.749 0.03
H 2.63114 2.36003 -0.86787 -0.475 0.514 0.144 0.07
O -0.57535 1.13100 -3.52717 -0.125 -0.215 -0.841 -0.13
```
Positions in Å, forces in eV/Å.

Kohn-Sham gap: 6.02 eV
Net charge: -1
2S+1: 1

No. 3
Molecular formula: C4H19N2O6S
Method: DFT, wB97M-V/def2-TZVPD

Structure (XYZ):
```
32
Properties=species:S:1:pos:R:3:forces:R:3:lowdin_charge:R:1
N 0.45645 0.02527 1.51950 0.521 -3.865 0.570 -0.01
C -0.71075 -0.56656 0.92638 -1.604 2.326 -0.899 -0.39
C -1.75599 0.52679 0.28804 -0.067 -0.484 1.644 -0.63
S -1.51131 1.98053 1.34462 -0.795 1.040 -1.047 0.35
C -0.18589 -1.31518 -0.29291 -0.318 -3.441 -0.327 -0.44
N -0.46106 -2.72741 -0.32104 -1.022 0.387 2.248 0.01
C -1.16778 -3.40086 0.86775 -1.170 -0.565 -0.495 -0.11
O 0.42444 -0.83846 -1.25048 -0.600 0.065 1.309 0.01
H 0.61158 0.93369 1.25203 0.133 2.437 -0.250 -0.05
H 0.59690 -0.19130 2.50239 -0.244 0.608 -0.526 0.09
H -1.44071 -0.83438 1.73148 1.214 -1.488 -0.827 0.13
H -1.68109 0.55065 -0.76710 1.060 0.900 -1.268 0.01
H -2.81410 0.16408 0.29930 0.655 -0.152 0.927 0.05
H 0.17890 -3.37395 -0.79930 -0.549 0.897 0.038 0.12
H -1.32449 -4.46307 0.57651 -0.009 0.638 -0.227 0.06
H -0.54056 -3.53323 1.77011 -0.229 0.832 -0.315 0.07
H -2.28648 -3.04579 1.17395 2.987 -0.265 -1.046 0.12
H 0.16798 3.03659 0.06227 1.279 1.024 -1.876 -0.03
H 0.75374 3.71606 -1.36117 -1.561 0.781 -2.665 -0.06
O 0.95515 3.40833 -0.53030 0.221 -1.944 4.945 -0.14
H 3.57798 0.62569 1.69574 -1.337 1.332 -0.132 0.06
H 2.44142 1.76612 1.49179 -1.204 0.953 -2.441 -0.03
O 2.97912 1.31348 2.07810 2.824 -2.069 2.613 -0.05
H 0.57629 -1.16904 -4.26807 6.044 2.651 -1.464 -0.08
H -0.32201 -1.29840 -3.06744 0.557 -0.410 -2.241 0.06
O -0.19955 -1.50025 -4.06535 -6.494 -2.263 3.752 -0.04
H 2.46121 -1.60686 1.17625 -0.529 0.416 -0.177 -0.03
H 2.51464 -2.82730 0.09760 0.954 1.598 4.316 0.13
O 2.75849 -2.51933 1.12685 -0.612 -1.862 -4.118 -0.14
H -0.75076 2.21347 -2.01454 3.450 -5.492 3.402 -0.09
H -1.66784 3.30552 -1.71417 0.346 -0.415 -0.378 0.06
O -1.15726 2.86034 -2.41837 -3.902 5.831 -3.046 -0.02
```
Positions in Å, forces in eV/Å.

Kohn-Sham gap: 6.50 eV
Net charge: -1
2S+1: 1

No. 4
Molecular formula: C4H19N2O7
Method: DFT, wB97M-V/def2-TZVPD

Structure (XYZ):
```
32
Properties=species:S:1:pos:R:3:forces:R:3:lowdin_charge:R:1
C -1.84477 -2.59710 0.16121 -1.181 1.518 -2.130 -0.17
O -3.12162 -2.11021 -0.43476 0.958 -3.952 1.031 -0.08
C -1.05158 -1.32293 0.56658 2.574 -3.065 -0.025 -0.35
C -0.23254 -0.76598 -0.57195 -1.816 1.397 -2.316 -0.10
C -0.13383 0.82901 -0.71680 2.905 -1.666 -0.253 -0.62
N 0.75575 1.19214 -1.62471 -0.562 2.683 0.676 0.04
O -0.78504 1.52610 0.09342 -1.626 0.134 -0.445 -0.13
N -0.13793 -1.86077 1.66534 -2.883 3.294 1.255 0.05
H -1.30699 -3.29675 -0.59507 -0.591 1.340 1.103 0.14
H -2.07724 -3.17145 1.02978 -0.257 -0.309 0.587 0.08
H -1.63800 -0.48426 0.87328 -0.823 0.007 0.984 0.12
H -0.85164 -0.93173 -1.50014 0.676 -0.318 0.498 0.13
H 0.71501 -1.27092 -0.72627 0.034 0.330 0.040 0.07
H 0.76046 2.31048 -1.63650 -0.226 -2.881 -0.072 0.07
H 2.93228 0.44272 0.27037 0.401 -0.688 0.562 0.02
H 0.17975 -0.99079 2.11099 0.377 -0.757 0.106 0.07
H 0.62767 -2.32348 1.30186 1.906 -0.962 -1.140 0.02
H 2.01779 2.74190 -0.10341 -0.540 1.241 0.646 0.01
H 1.04069 3.74791 0.41023 -6.509 0.546 1.209 -0.09
O 1.89350 3.64308 0.28632 7.367 -1.534 -1.966 -0.02
H -2.96642 -1.22720 -0.61921 0.046 2.940 -0.775 -0.03
H 1.88758 -2.47193 -1.08187 -1.021 0.366 0.118 -0.03
O 2.79267 -2.67011 -1.23644 1.418 -0.558 -0.117 -0.05
H 3.30877 -1.94820 -0.85795 -0.192 0.140 -0.096 0.03
H 3.47552 1.32123 -0.66656 1.605 -1.350 0.639 0.06
O 3.84169 0.60226 -0.04463 -2.116 1.807 -1.342 -0.10
H -0.39742 2.51988 1.19832 -0.575 -1.208 -0.382 -0.05
H -0.16474 2.12602 2.74260 -0.336 -0.129 -0.595 0.03
O 0.00455 2.75089 2.03438 0.955 1.640 2.171 -0.09
H -3.72122 1.65050 -1.14477 0.369 -1.508 0.395 0.07
H -2.50511 1.21052 -0.40959 1.459 0.240 0.705 -0.02
O -3.29762 0.82916 -0.77406 -1.795 1.262 -1.070 -0.06
```
Positions in Å, forces in eV/Å.

Kohn-Sham gap: 8.87 eV
Net charge: -1
2S+1: 1

No. 5
Molecular formula: C4H19N3O5
Method: DFT, wB97M-V/def2-TZVPD

Structure (XYZ):
```
31
Properties=species:S:1:pos:R:3:forces:R:3:lowdin_charge:R:1
C 1.12085 -0.91644 -0.72305 -1.142 -0.547 -0.919 -0.17
N 0.38711 -2.11940 -0.32536 -0.880 0.418 0.701 0.03
C -0.89791 -2.60766 -0.59822 2.904 1.642 -2.200 -0.61
N -1.67892 -1.74592 -1.35413 0.074 -1.078 1.145 0.18
O -1.07026 -3.77921 -0.35153 -1.904 -0.540 0.897 0.04
C 1.60563 -0.10896 0.52400 0.144 -0.889 -2.573 -0.21
N 1.94573 1.23368 0.03036 -0.007 0.477 2.792 -0.12
C 2.16645 2.06074 1.26634 -0.376 0.180 -0.249 -0.11
H 0.57280 -0.27584 -1.47336 -0.016 -0.454 1.250 0.10
H 1.83212 -1.37525 -1.43206 0.970 0.873 0.765 0.13
H 0.86798 -2.66793 0.37794 -0.150 -0.196 -0.408 0.14
H -2.64842 -1.96369 -1.46671 -0.094 -0.069 -0.291 0.10
H -1.28246 -0.94501 -1.80071 -0.110 0.245 0.073 0.07
H 0.81364 -0.07788 1.28542 0.133 0.136 -0.440 0.11
H 2.44617 -0.67616 0.93015 0.182 0.188 0.390 0.12
H 2.83862 1.23947 -0.45292 -0.220 -0.283 -0.264 0.12
H 2.08757 3.12183 1.03953 0.013 0.050 -0.088 0.07
H 1.41277 1.82438 2.03341 0.030 0.105 -0.499 0.07
H 3.12184 1.89319 1.75842 0.320 -0.164 -0.111 0.07
H -1.30470 -3.83826 2.82277 0.026 0.080 0.005 0.04
H -1.10581 -3.10555 1.50956 -0.028 -0.288 0.359 -0.02
O -1.02423 -2.98673 2.47076 -0.014 0.045 -0.114 -0.08
H -3.02251 2.19274 -1.00098 0.131 0.022 0.024 0.01
H -1.68006 1.97602 -1.71392 0.058 0.137 -0.175 -0.02
O -2.62583 2.07676 -1.87213 -0.180 -0.156 0.055 -0.07
H 0.40619 1.83977 -1.25677 0.721 0.629 -0.191 0.00
H 0.31269 3.09578 -2.22019 -0.039 -0.006 0.277 0.05
O 0.42626 2.14225 -2.18482 -0.545 -0.457 -0.162 -0.08
H -2.15015 1.74598 2.12341 -0.053 0.098 -0.113 0.05
H -1.79751 0.92912 0.89105 -0.165 0.254 0.045 0.03
O -2.07567 1.81818 1.16373 0.216 -0.453 0.020 -0.06
```
Positions in Å, forces in eV/Å.

Kohn-Sham gap: 9.79 eV
SMILES string: CNCCNC(N)=O.O.O.O.O
2S+1: 1

No. 6
Molecular formula: C4H2
Method: DFT, wB97M-V/def2-TZVPD

Structure (XYZ):
```
6
Properties=species:S:1:pos:R:3:forces:R:3:lowdin_charge:R:1
C 2.11932 2.31295 -1.95673 -8.034 -6.753 1.075 -0.21
C 3.02514 3.03850 -1.93274 6.873 5.517 0.106 -0.09
C 0.17867 0.11203 -0.06842 0.528 0.808 -0.828 -0.04
C 0.83682 0.87271 -0.89967 -0.105 -0.355 0.249 0.19
H -0.30189 -0.78548 -0.42105 0.172 -0.445 -1.559 0.08
H -0.18348 -0.00303 0.93488 0.567 1.229 0.958 0.07
```
Positions in Å, forces in eV/Å.

Kohn-Sham gap (spin up / spin down): 8.41 / 6.91 eV
2S+1: 1

One value per record, in order, for energy relative to the best compared isomer or geometry (same formula, charge and spin): 1.199, 0.711, 4.710, 2.501, 0.648, 8.815 eV.
One value per record, in order, for strongest force on any atom: 1.08, 4.57, 7.83, 7.78, 4.00, 10.55 eV Å⁻¹.